No. 1
{"formula": "C13H23IN3O", "method": "ωB97M-V/def2-TZVPD", "charge": 1, "multiplicity": 1, "homo_lumo_gap_ev": 6.18, "lumo_ev": -3.4, "species": ["I", "O", "N", "N", "N", "C", "C", "C", "C", "C", "C", "C", "C", "C", "C", "C", "C", "C", "H", "H", "H", "H", "H", "H", "H", "H", "H", "H", "H", "H", "H", "H", "H", "H", "H", "H", "H", "H", "H", "H", "H"], "xyz": [[0.115, 1.065, -0.298], [3.714, 2.094, 0.312], [0.552, -2.677, -0.839], [2.038, 4.315, -1.060], [-3.767, -3.954, 0.663], [0.745, 4.992, -0.661], [1.671, -2.883, -1.602], [-1.019, 2.946, -0.064], [1.857, -4.241, -1.728], [-5.066, -4.186, 2.452], [-4.887, -5.458, 1.857], [-4.084, -5.285, 0.752], [3.085, 4.623, -0.001], [-4.366, -3.276, 1.692], [0.015, -3.888, -0.485], [0.808, -4.878, -1.022], [-0.124, 4.206, 0.489], [4.251, 3.479, 0.155], [0.516, 3.867, 1.431], [1.058, 6.038, -0.178], [0.179, -1.773, -0.578], [3.610, 5.642, -0.334], [-3.184, -3.538, -0.051], [-0.881, -3.942, 0.118], [-5.301, -6.398, 2.198], [-4.242, -2.206, 1.797], [1.955, 3.305, -1.309], [-1.665, 3.226, -1.026], [2.367, 4.806, -1.945], [4.858, 3.728, 1.151], [3.973, 1.560, -0.521], [-5.644, -3.959, 3.339], [-0.903, 5.004, 0.914], [0.648, -5.943, -0.916], [2.659, -4.722, -2.272], [-3.710, -5.993, 0.025], [2.599, 4.872, 1.060], [5.069, 3.503, -0.710], [2.240, -2.047, -1.987], [-1.825, 2.719, 0.786], [0.088, 5.255, -1.605]], "forces_ev_per_a": [[-0.45, 1.33, -0.10], [0.96, 1.28, -2.38], [-0.04, 0.09, -0.02], [0.54, 1.27, -0.86], [0.05, 0.04, -0.06], [-2.07, 1.63, 1.21], [0.15, -0.07, -0.05], [-1.79, 1.38, 1.09], [0.17, 0.38, -0.12], [0.09, 0.42, -0.01], [0.18, -0.20, -0.33], [-0.01, -0.16, 0.05], [2.29, 0.75, 1.52], [-0.05, 0.05, 0.15], [-0.05, -0.15, 0.03], [-0.35, 0.07, 0.21], [-0.60, 0.01, 0.08], [1.16, -0.25, 0.44], [-1.17, 0.69, -2.23], [-0.57, -2.32, -1.24], [0.07, -0.49, -0.11], [-1.13, -2.28, 0.71], [-0.31, -0.20, 0.23], [0.20, -0.06, -0.02], [0.08, 0.17, -0.08], [-0.05, -0.19, 0.02], [-0.15, 0.46, 0.74], [1.80, -0.77, 1.94], [-0.49, -0.93, 1.24], [-1.51, -0.42, -2.15], [-0.53, 1.30, 2.06], [0.10, -0.03, -0.16], [1.72, -1.66, -1.08], [0.01, 0.20, -0.01], [-0.14, 0.10, 0.09], [-0.08, 0.10, 0.14], [0.77, -0.98, -2.58], [-2.03, 0.14, 1.65], [-0.06, -0.17, 0.03], [1.92, 0.35, -1.92], [1.39, -0.89, 1.86]], "mulliken_charge": [0.192, -0.462, 0.126, -0.085, -0.013, -0.612, -0.265, -0.876, -0.542, -0.409, -0.445, -0.402, -0.392, -0.446, -0.589, -0.488, -0.458, -0.585, 0.273, 0.327, 0.038, 0.327, 0.248, 0.500, 0.390, 0.353, 0.265, 0.375, 0.426, 0.281, 0.330, 0.377, 0.381, 0.395, 0.373, 0.365, 0.323, 0.331, 0.327, 0.370, 0.379]}

No. 2
{"formula": "C7H13NO3P", "method": "ωB97M-V/def2-TZVPD", "charge": -1, "multiplicity": 1, "homo_lumo_gap_ev": [6.28, 6.85], "de_lowest_kj_mol": 274.07, "lumo_ev": [3.4, 3.4], "species": ["P", "O", "O", "O", "N", "C", "C", "C", "C", "C", "C", "C", "H", "H", "H", "H", "H", "H", "H", "H", "H", "H", "H", "H", "H"], "xyz": [[-1.542, -0.555, 0.000], [-1.501, -2.092, -0.158], [-2.681, -0.115, 0.832], [2.850, -2.492, -0.231], [1.089, -1.140, 0.279], [-1.348, 2.535, 1.347], [2.000, -3.545, -0.080], [-1.636, 0.126, -1.839], [0.248, -0.022, 0.360], [2.385, -1.290, -0.058], [-0.097, 2.471, 0.426], [0.726, 1.238, 0.494], [-1.191, -0.712, -2.496], [3.009, -0.447, -0.200], [1.264, -3.594, 0.569], [-1.951, 1.798, 0.969], [-2.653, 0.316, -2.066], [-1.712, 3.489, 1.165], [2.513, -4.484, -0.295], [-0.956, 1.036, -2.034], [0.521, -1.981, 0.025], [-1.120, 2.294, 2.350], [1.783, 1.323, 0.705], [-0.567, 2.569, -0.560], [0.568, 3.275, 0.496]], "forces_ev_per_a": [[-0.24, -3.16, -2.78], [1.12, 1.90, 0.11], [0.07, 1.40, 0.52], [-0.59, 1.14, 0.36], [-0.59, -1.46, -0.21], [3.15, 0.11, -0.74], [3.80, -1.81, -3.59], [3.02, -0.64, 0.61], [0.16, 0.95, -0.11], [-0.73, 0.05, 0.43], [-1.27, -1.00, -0.24], [-0.56, -1.60, 0.18], [-0.91, 1.18, 1.05], [0.73, 0.34, -0.24], [-3.40, 0.56, 3.16], [-1.99, -1.42, -0.46], [-0.98, 0.25, -0.41], [-1.23, 1.85, 0.28], [0.03, 0.42, 0.06], [-1.24, -1.14, 0.43], [0.00, 0.21, 0.26], [0.18, 0.11, 1.22], [0.28, 0.25, -0.12], [0.37, -0.07, -0.26], [0.82, 1.58, 0.48]], "mulliken_charge": [0.841, -0.831, -0.751, -0.290, -0.101, -1.159, -0.784, -1.074, 0.202, -0.017, -0.761, -0.263, 0.303, 0.363, 0.297, 0.332, 0.291, 0.416, 0.196, 0.273, 0.286, 0.333, 0.309, 0.126, 0.461]}

No. 3
{"formula": "C4H6AlO3", "method": "ωB97M-V/def2-TZVPD", "charge": 3, "multiplicity": 1, "homo_lumo_gap_ev": [8.33, 4.75], "de_lowest_kj_mol": 74.35, "lumo_ev": [-16.2, -19.1], "species": ["Al", "O", "O", "O", "C", "C", "C", "C", "H", "H", "H", "H", "H", "H"], "xyz": [[-1.135, -1.474, 4.568], [0.023, -0.101, 1.912], [-1.202, -1.528, 0.856], [-1.196, -1.591, 3.091], [-0.799, -1.113, 2.034], [-0.618, -0.710, -0.095], [0.120, 0.192, 0.552], [0.994, 1.232, -2.417], [1.364, 0.498, -1.689], [-0.784, -0.952, -1.138], [0.899, 0.766, -3.406], [0.007, 1.599, -2.085], [1.687, 2.080, -2.467], [0.641, 1.103, 0.284]], "forces_ev_per_a": [[-0.01, 0.30, 12.56], [0.00, 0.18, 0.04], [0.12, -0.01, -0.09], [-0.40, -1.03, -9.19], [0.55, 0.99, -4.18], [-1.53, -2.30, -0.87], [1.30, 1.93, 1.87], [0.37, 1.54, -2.42], [0.03, -1.07, 1.17], [-0.22, 0.06, -0.10], [0.26, -0.06, 0.34], [-0.53, -0.20, 0.85], [-0.08, -0.29, 0.01], [0.13, -0.04, 0.02]], "mulliken_charge": [1.355, -0.091, -0.137, -0.412, 0.772, 0.189, -0.118, -0.705, 0.178, 0.479, 0.327, 0.322, 0.334, 0.508]}

No. 4
{"formula": "C16H20O2", "method": "ωB97M-V/def2-TZVPD", "charge": 0, "multiplicity": 1, "homo_lumo_gap_ev": 9.09, "de_lowest_kj_mol": 117.07, "smiles": "CCc1ccc(O)cc1.CCc1ccc(O)cc1", "lumo_ev": 0.8, "species": ["O", "O", "C", "C", "C", "C", "C", "C", "C", "C", "C", "C", "C", "C", "C", "C", "C", "C", "H", "H", "H", "H", "H", "H", "H", "H", "H", "H", "H", "H", "H", "H", "H", "H", "H", "H", "H", "H"], "xyz": [[-2.687, -1.432, -3.825], [-2.264, 0.415, 3.743], [0.247, 0.845, -1.886], [2.596, -1.013, 1.261], [0.595, -0.280, -2.614], [-1.104, 1.186, -1.868], [1.318, -0.541, 1.868], [1.309, 0.209, 3.037], [-1.099, -0.519, 1.916], [1.260, 1.660, -1.110], [0.089, -0.742, 1.239], [-2.055, 0.432, -2.524], [-1.680, -0.712, -3.235], [-0.352, -1.087, -3.246], [1.214, 3.117, -1.522], [0.131, 0.593, 3.660], [-1.080, 0.170, 3.120], [3.045, -2.399, 1.792], [1.629, -0.504, -2.816], [0.014, -1.987, -3.718], [0.215, 3.494, -1.710], [2.461, -1.181, 0.193], [1.766, 3.746, -0.826], [-1.490, 1.965, -1.209], [-3.105, 0.677, -2.622], [2.255, 0.561, 3.432], [2.272, 1.258, -1.132], [1.739, 3.235, -2.474], [-2.105, 0.601, 4.674], [3.065, -2.353, 2.884], [-2.039, -0.613, 1.395], [-2.379, -2.339, -3.960], [0.937, 1.471, -0.084], [2.281, -3.135, 1.545], [0.033, -0.931, 0.178], [3.399, -0.298, 1.432], [4.038, -2.651, 1.450], [0.096, 0.992, 4.669]], "forces_ev_per_a": [[0.25, -0.28, -0.01], [-0.35, -0.03, 0.09], [0.42, -0.23, -0.46], [0.43, -0.84, -0.25], [-0.15, 0.14, -0.43], [-0.70, -0.08, 0.73], [-0.21, 0.66, -0.24], [0.28, 0.04, 0.17], [0.01, 1.23, -0.60], [-1.04, -0.48, 0.30], [-0.22, -0.06, 0.35], [0.04, -0.47, -1.00], [-0.10, 0.02, 0.57], [0.34, 0.12, 0.08], [0.94, 0.26, -0.37], [-0.53, -0.91, 0.25], [0.43, -0.40, 0.27], [-0.78, 0.93, 0.88], [0.33, -0.18, 0.41], [-0.23, -0.10, -0.30], [-0.17, 0.03, 0.38], [0.01, 0.50, -0.27], [-0.26, 0.15, 0.18], [0.35, 0.18, -0.30], [0.01, 0.26, 0.52], [0.06, -0.24, 0.24], [0.00, -0.10, -0.44], [-0.03, -0.09, -0.06], [0.00, 0.12, -0.06], [0.15, -0.09, 0.02], [-0.20, -0.31, 0.04], [-0.09, 0.26, -0.11], [0.14, 0.63, 0.33], [0.25, -0.23, -0.23], [0.15, -0.76, -0.07], [0.04, 0.13, -0.12], [0.13, -0.29, -0.30], [0.33, 0.50, -0.20]], "mulliken_charge": [-0.564, -0.530, -0.110, -0.701, -0.161, -0.022, 0.085, -0.294, -0.875, -0.421, -0.038, -0.809, 0.780, -0.689, -1.309, -0.886, 0.998, -1.323, 0.395, 0.329, 0.337, 0.094, 0.398, 0.403, 0.392, 0.398, 0.381, 0.334, 0.301, 0.332, 0.381, 0.294, 0.034, 0.331, 0.558, 0.538, 0.407, 0.231]}

No. 5
{"formula": "C7H11N", "method": "ωB97M-V/def2-TZVPD", "charge": 0, "multiplicity": 1, "homo_lumo_gap_ev": 8.81, "de_lowest_kj_mol": 190.53, "smiles": "CCc1c[nH]c(C)c1", "lumo_ev": 1.1, "species": ["N", "C", "C", "C", "C", "C", "C", "C", "H", "H", "H", "H", "H", "H", "H", "H", "H", "H", "H"], "xyz": [[0.995, 0.363, 1.407], [1.559, 2.577, 0.045], [0.527, 0.450, -0.867], [-0.227, -0.614, -0.264], [0.004, -0.646, 1.090], [-1.083, -1.454, -1.106], [-2.435, -1.913, -0.464], [1.134, 1.139, 0.193], [-2.397, -1.440, 0.618], [0.496, 0.638, -1.976], [2.558, 2.672, -0.529], [-0.597, -2.383, -1.423], [-2.692, -2.951, -0.287], [1.758, 3.243, 0.977], [0.741, 3.116, -0.423], [-1.416, -0.672, -1.788], [-0.347, -1.383, 1.832], [1.334, 0.757, 2.282], [-3.276, -1.372, -0.891]], "forces_ev_per_a": [[-1.53, 1.15, -3.19], [2.38, 1.25, 1.19], [-0.10, 0.15, 1.36], [1.38, 0.24, 1.14], [1.43, 0.38, 0.61], [-2.09, -0.89, 0.54], [0.35, 2.31, 3.31], [-0.27, -1.24, 0.09], [-0.33, -1.06, -1.77], [0.13, 0.28, 1.57], [-1.76, -0.09, 0.52], [0.22, 0.69, -0.86], [0.38, -0.26, -0.52], [-0.35, -1.71, -0.99], [0.22, 0.00, -0.51], [0.33, -1.02, -1.39], [0.41, 0.68, -0.48], [-0.68, -0.53, -0.26], [-0.11, -0.34, -0.34]], "mulliken_charge": [-0.101, -1.077, -0.711, 0.653, -0.824, -0.134, -1.058, 0.113, 0.255, 0.322, 0.246, 0.281, 0.301, 0.314, 0.281, 0.236, 0.393, 0.229, 0.283]}

no.,total energy (hartree)
1,-1045.9770
2,-896.3108
3,-622.6682
4,-772.1427
5,-328.0154